DFT (ωB97M-V/def2-TZVPD) results for C4H6O2 as an isolated structure at a distorted geometry.

For the HOMO-LUMO gap, the calculation gives 9.97 eV. The LUMO energy comes out at 0.77 eV. For the relative energy (zero: lowest compared OMol25 entry of this formula, charge and spin), the calculation gives 98.6 kcal per mole.

Geometry as ORCA input:
```
! RIJCOSX wB97M-V def2-TZVPD def2/J DEFGRID3
* xyz 0 1
O 0.1755 -1.3889 -1.3443
C 0.0507 -0.3852 -0.4118
C -0.9912 -0.2137 0.6167
C -0.4193 0.9902 -0.5225
O 0.7710 1.6348 -0.2329
C 1.2193 0.3769 0.3145
H -0.0706 -2.1989 -0.8811
H -2.0481 -0.3453 0.4299
H -0.7007 -0.6292 1.5988
H -1.1458 1.5572 -1.1038
H 0.8790 0.4313 1.3510
H 2.2801 0.1708 0.1854
*
```

DFT (ωB97M-V/def2-TZVPD) results for one molecule with the formula C4H6O2.

The SMILES is C[C@@]1(C=O)CO1. For the HOMO-LUMO gap, the calculation gives 10.75 eV. The LUMO energy comes out at 0.79 eV. For the relative energy (zero: lowest compared OMol25 entry of this formula, charge and spin), the calculation gives 52.9 kcal per mole.

Geometry as ORCA input:
```
! RIJCOSX wB97M-V def2-TZVPD def2/J DEFGRID3
* xyz 0 1
C -1.0283 -1.0348 -0.0613
C 0.0943 0.0103 0.0001
C -0.2115 1.4469 -0.0314
O -0.1323 0.7510 1.2013
C 1.5790 -0.3515 -0.1592
O 2.3151 0.0447 -1.0286
H -1.4592 -1.1090 0.9490
H -1.8443 -0.7188 -0.7185
H -0.6890 -2.0329 -0.3421
H 0.5860 2.1814 -0.0841
H -1.1845 1.7805 -0.3941
H 1.9747 -0.9678 0.6689
*
```

DFT (ωB97M-V/def2-TZVPD) results for one molecule with the formula C4H6O2 at a distorted geometry.

The SMILES is CC(=O)CC=O. For the HOMO-LUMO gap, the calculation gives 10.55 eV. The LUMO energy comes out at 0.57 eV. For the relative energy (zero: lowest compared OMol25 entry of this formula, charge and spin), the calculation gives 26.9 kcal per mole.

Geometry as ORCA input:
```
! RIJCOSX wB97M-V def2-TZVPD def2/J DEFGRID3
* xyz 0 1
C -0.6250 1.1887 -1.1805
C -0.2798 -0.1771 -0.6689
O -0.1897 -1.1307 -1.4172
C -0.1687 -0.5191 0.7998
C 1.2318 -0.7370 1.3162
O 1.6718 -0.2583 2.3312
H -0.2047 2.0009 -0.5840
H -1.7186 1.2785 -1.1619
H -0.2996 1.2456 -2.2206
H -0.7226 0.1244 1.4986
H -0.5009 -1.5489 0.5741
H 1.8060 -1.4670 0.7132
*
```

DFT (ωB97M-V/def2-TZVPD) results for one molecule with the formula C4H6O2 at a distorted geometry.

For the HOMO-LUMO gap, the calculation gives 9.50 eV. The LUMO energy comes out at 0.81 eV. For the relative energy (zero: lowest compared OMol25 entry of this formula, charge and spin), the calculation gives 106.9 kcal per mole.

Geometry as ORCA input:
```
! RIJCOSX wB97M-V def2-TZVPD def2/J DEFGRID3
* xyz 0 1
O 1.9740 -0.3375 0.8731
C 1.1597 -1.0890 0.1499
C 0.1090 -0.3730 -0.5781
C -1.2250 -0.4611 0.2055
O -1.2739 0.9611 0.3412
C -0.0791 1.1328 -0.4375
H 2.3598 -1.2080 1.1080
H 0.0779 -0.8156 -1.5770
H -2.0658 -0.8618 -0.3720
H -1.1776 -0.9727 1.1766
H 0.7139 1.6377 0.1260
H -0.2672 1.6575 -1.3794
*
```

DFT (ωB97M-V/def2-TZVPD) results for C4H6O2 as an isolated structure.

For the HOMO-LUMO gap, the calculation gives 9.54 eV. The LUMO energy comes out at 0.94 eV. For the relative energy (zero: lowest compared OMol25 entry of this formula, charge and spin), the calculation gives 106.0 kcal per mole.

Geometry as ORCA input:
```
! RIJCOSX wB97M-V def2-TZVPD def2/J DEFGRID3
* xyz 0 1
C -0.9813 -0.3735 0.9205
C -0.1602 0.8079 0.5417
O 1.2125 0.5778 0.3317
C 1.3357 -0.2064 -0.8233
O 0.0995 -0.1250 -1.5214
C -0.8591 0.4852 -0.7609
H -1.8717 -0.1905 1.5220
H -0.4639 -1.3153 1.0811
H -0.3065 1.7599 1.0426
H 2.1422 0.1843 -1.4526
H 1.5300 -1.2601 -0.5743
H -1.6773 -0.3444 -0.3070
*
```

DFT (ωB97M-V/def2-TZVPD) results for one molecule with the formula C4H6O2.

The SMILES is C=CC(=O)CO. For the HOMO-LUMO gap, the calculation gives 10.53 eV. The LUMO energy comes out at 0.78 eV. For the relative energy (zero: lowest compared OMol25 entry of this formula, charge and spin), the calculation gives 36.0 kcal per mole.

Geometry as ORCA input:
```
! RIJCOSX wB97M-V def2-TZVPD def2/J DEFGRID3
* xyz 0 1
C -1.9492 -0.0766 0.0148
C -0.8138 -0.0550 0.7060
O 1.4299 -1.2812 -0.2378
C 1.5448 0.1211 -0.2536
C 0.3161 0.8423 0.2957
O 0.2561 2.0517 0.3151
H -2.1001 0.5886 -0.8317
H 0.6478 -1.5189 -0.7530
H -2.7518 -0.7675 0.2562
H -0.6381 -0.7464 1.5276
H 1.7267 0.5219 -1.2636
H 2.4144 0.3809 0.3565
*
```

DFT (ωB97M-V/def2-TZVPD) results for a 2-piece molecular cluster, C4H6O2 overall.

For the HOMO-LUMO gap, the calculation gives 8.68 eV. The LUMO energy comes out at -0.50 eV. For the relative energy (zero: lowest compared OMol25 entry of this formula, charge and spin), the calculation gives 129.1 kcal per mole.

Geometry as ORCA input:
```
! RIJCOSX wB97M-V def2-TZVPD def2/J DEFGRID3
* xyz 0 1
O 2.3613 -0.5879 1.0617
C 2.0583 0.0643 0.1051
O 0.9181 -0.0700 -0.6124
C -0.1102 -0.7604 -0.0058
C -1.2626 -0.9228 -0.6620
C -0.8015 1.4248 0.8278
H 2.6573 0.8638 -0.3487
H 0.1326 -1.2150 0.9473
H -1.4092 -0.5356 -1.6642
H -2.0444 -1.5347 -0.2230
H -0.4822 2.0175 -0.0653
H -1.9059 1.4149 0.7289
*
```

DFT (ωB97M-V/def2-TZVPD) results for one molecule with the formula C4H6O2 at a distorted geometry.

The SMILES is C=C1COCO1. For the HOMO-LUMO gap, the calculation gives 9.98 eV. The LUMO energy comes out at 0.97 eV. For the relative energy (zero: lowest compared OMol25 entry of this formula, charge and spin), the calculation gives 81.8 kcal per mole.

Geometry as ORCA input:
```
! RIJCOSX wB97M-V def2-TZVPD def2/J DEFGRID3
* xyz 0 1
C -0.2689 1.2470 1.6009
C -0.2102 0.3308 0.6193
C 0.8520 -0.6976 0.2809
C -0.5419 -0.3324 -1.5152
H -1.1571 1.7967 1.6597
H 0.5288 1.1620 2.4987
H 1.0078 -1.7361 0.6589
H 1.8215 -0.1367 0.1218
H -1.3857 -0.9179 -1.9753
H -0.1309 0.3048 -2.4144
O 0.4138 -1.4344 -1.0396
O -0.9293 0.4138 -0.4957
*
```